A cluster of 2 separate species, C2H4NO2S in total in a non-equilibrium geometry. Source: the Open Molecules 2025 dataset; level of theory: ωB97M-V/def2-TZVPD.

Geometry (Å):
C (0.743, -0.003, 1.058)
C (-1.661, 0.149, -0.567)
N (-1.327, 0.784, 0.704)
O (1.076, -1.256, 0.701)
O (3.094, 0.193, -0.195)
S (1.661, -0.145, -0.475)
H (1.358, 0.446, 1.854)
H (-1.607, 0.723, -1.598)
H (-2.526, -0.442, -0.646)
H (-0.811, -0.449, -0.836)

Calculated values
Frontier orbital gap (spin up / spin down), Ha: 0.180 / 0.227
Max |F|, eV/A: 3.32
Relative energy (zero: lowest compared OMol25 entry of this formula, charge and spin), kcal per mole: 85.93
Charge: -1
HOMO energy (spin up / spin down), eV: -1.16 / -2.49
Calculated total energy, Ha: -681.79718
<S²>: 2.014
Multiplicity: 3

These are the Mulliken partial charges, in e, on atoms 1 to 8: atom 1 (C): -0.23, atom 2 (C): -0.40, atom 3 (N): -0.47, atom 4 (O): -0.31, atom 5 (O): -0.60, atom 6 (S): 0.33, atom 7 (H): 0.16, atom 8 (H): 0.17

=====

A cluster of 2 separate species, C2H4NO2S2 in total in a non-equilibrium geometry. Source: the Open Molecules 2025 dataset; level of theory: ωB97M-V/def2-TZVPD.

Geometry (Å):
C (2.849, 0.622, -0.389)
C (-1.390, -0.656, 0.308)
N (-0.353, 0.074, -0.335)
O (2.841, 1.665, -0.896)
O (-0.724, -1.799, 0.940)
S (3.148, -0.702, 0.400)
S (-0.767, 1.687, -0.276)
H (-1.860, -0.056, 1.146)
H (-2.269, -0.852, -0.531)
H (0.262, -1.570, 0.840)
H (-1.735, 1.586, -1.206)

Calculated values
Frontier orbital gap, Ha: 0.200
Max |F|, eV/A: 2.60
Relative energy (zero: lowest compared OMol25 entry of this formula, charge and spin), kcal per mole: 42.57
Charge: -1
HOMO energy, eV: -2.41
Calculated total energy, Ha: -1080.19456

These are the Mulliken partial charges, in e, on atoms 1 to 8: atom 1 (C): 0.61, atom 2 (C): -0.16, atom 3 (N): -0.57, atom 4 (O): -0.32, atom 5 (O): -0.54, atom 6 (S): -0.34, atom 7 (S): -0.34, atom 8 (H): 0.22

=====

A cluster of 2 separate species, C2H4NO3 in total in a non-equilibrium geometry. Source: the Open Molecules 2025 dataset; level of theory: ωB97M-V/def2-TZVPD.

Geometry (Å):
C (1.365, -0.167, 0.339)
C (0.120, -0.982, 0.622)
N (-1.433, 1.171, -1.137)
O (-2.635, 1.050, -1.421)
O (-0.872, 2.247, -1.246)
O (2.399, -0.626, -0.124)
H (0.217, -2.057, 0.265)
H (0.103, -1.056, 1.743)
H (-0.824, -0.504, 0.227)
H (1.560, 0.923, 0.732)

Calculated values
Frontier orbital gap, Ha: 0.254
Max |F|, eV/A: 2.35
Relative energy (zero: lowest compared OMol25 entry of this formula, charge and spin), kcal per mole: 98.74
Charge: -1
HOMO energy, eV: -2.88
Calculated total energy, Ha: -359.02352

These are the Mulliken partial charges, in e, on atoms 1 to 8: atom 1 (C): 0.18, atom 2 (C): -0.63, atom 3 (N): 0.03, atom 4 (O): -0.55, atom 5 (O): -0.51, atom 6 (O): -0.51, atom 7 (H): 0.23, atom 8 (H): 0.20

=====

The ion C2H4NO3P with charge -2 in a non-equilibrium geometry. Source: the Open Molecules 2025 dataset; level of theory: ωB97M-V/def2-TZVPD.

Geometry (Å):
C (-0.920, 0.776, -0.050)
C (-1.329, -0.670, -0.002)
N (0.006, 0.027, -0.796)
O (2.244, -1.333, -0.513)
O (2.301, 1.207, -0.289)
O (1.113, -0.257, 1.529)
P (1.602, -0.071, 0.098)
H (-1.497, 1.418, -0.772)
H (-0.519, 1.163, 0.797)
H (-0.895, -1.312, 0.866)
H (-2.105, -0.949, -0.869)

Calculated values
Frontier orbital gap, Ha: 0.229
Max |F|, eV/A: 3.70
Relative energy (zero: lowest compared OMol25 entry of this formula, charge and spin), kcal per mole: 30.41
Charge: -2
SMILES: O=P([O-])([O-])N1CC1
HOMO energy, eV: 0.98
Calculated total energy, Ha: -700.41383

These are the Mulliken partial charges, in e, on atoms 1 to 8: atom 1 (C): -0.49, atom 2 (C): -0.42, atom 3 (N): -0.48, atom 4 (O): -0.87, atom 5 (O): -0.81, atom 6 (O): -0.81, atom 7 (P): 0.88, atom 8 (H): 0.15

=====

The ion C2H4NO3S with charge +1 in a non-equilibrium geometry. Source: the Open Molecules 2025 dataset; level of theory: ωB97M-V/def2-TZVPD.

Geometry (Å):
C (0.589, -0.524, 0.347)
C (1.062, 0.702, -0.415)
N (-1.796, -1.226, 0.241)
O (-2.811, -1.560, -0.314)
O (-0.689, -0.839, -0.399)
O (-0.964, 1.770, 0.728)
S (0.193, 2.257, 0.019)
H (1.230, -1.416, 0.269)
H (0.366, -0.567, 1.425)
H (2.178, 0.833, -0.537)
H (0.640, 0.569, -1.362)

Calculated values
Frontier orbital gap (spin up / spin down), Ha: 0.161 / 0.162
Max |F|, eV/A: 5.33
Relative energy (zero: lowest compared OMol25 entry of this formula, charge and spin), kcal per mole: 42.69
Charge: +1
HOMO energy (spin up / spin down), eV: -13.58 / -13.59
Calculated total energy, Ha: -756.75305

These are the Mulliken partial charges, in e, on atoms 1 to 8: atom 1 (C): -0.41, atom 2 (C): -0.48, atom 3 (N): 0.16, atom 4 (O): -0.29, atom 5 (O): -0.16, atom 6 (O): -0.16, atom 7 (S): 0.75, atom 8 (H): 0.37

=====

A cluster of 2 separate species, C2H4NO4 in total in a non-equilibrium geometry. Source: the Open Molecules 2025 dataset; level of theory: ωB97M-V/def2-TZVPD.

Geometry (Å):
O (1.443, -0.203, 0.427)
C (2.330, 0.684, 0.640)
O (2.176, 1.833, 1.026)
H (3.357, 0.317, 0.429)
N (-0.979, 0.261, 0.035)
C (-1.907, -0.636, -0.348)
O (-1.432, -1.521, -1.296)
O (-3.058, -0.753, 0.027)
H (0.148, 0.038, 0.254)
H (-1.385, 1.042, 0.519)
H (-0.692, -1.063, -1.713)

Calculated values
Frontier orbital gap, Ha: 0.342
Max |F|, eV/A: 1.08
Relative energy (zero: lowest compared OMol25 entry of this formula, charge and spin), kcal per mole: 18.31
Charge: -1
HOMO energy, eV: -5.40
Calculated total energy, Ha: -434.43786

These are the Mulliken partial charges, in e, on atoms 1 to 8: atom 1 (O): -0.62, atom 2 (C): 0.06, atom 3 (O): -0.62, atom 4 (H): 0.32, atom 5 (N): -0.46, atom 6 (C): 0.60, atom 7 (O): -0.51, atom 8 (O): -0.64